# 1
{
  "formula": "C25H25BrN9O7Sc",
  "method": "the ωB97M-V functional and the def2-TZVPD basis",
  "total_charge": 0,
  "homo_ha": -0.309,
  "relative_energy_kj_mol": 71.56,
  "gap_ev": 7.6939,
  "e_lumo_ev": -0.7,
  "species": ["Sc", "O", "C", "C", "C", "C", "C", "C", "C", "O", "N", "N", "C", "C", "C", "C", "C", "C", "N", "H", "H", "H", "H", "H", "H", "H", "H", "H", "H", "Br", "C", "C", "C", "C", "C", "N", "C", "O", "O", "H", "H", "H", "C", "N", "C", "N", "C", "N", "C", "N", "C", "C", "H", "H", "H", "H", "H", "H", "H", "H", "H", "H", "H", "H", "O", "N", "O", "O"],
  "positions_angstrom": [[-0.3233, 0.4921, 0.1946], [0.9472, -2.0558, 4.8469], [1.7404, -2.6208, 3.9205], [2.3711, -3.8165, 4.2711], [3.2167, -4.4443, 3.3816], [3.4566, -3.9041, 2.1190], [2.8157, -2.7367, 1.7625], [1.9482, -2.0807, 2.6397], [1.2684, -0.8521, 2.1957], [1.2657, -0.5581, 0.9329], [0.6846, -0.1002, 3.0999], [0.1786, 1.0121, 2.4636], [-0.1981, 1.9938, 3.1710], [-0.4541, 3.2668, 2.4605], [-0.8763, 4.4059, 3.1277], [-0.9799, 5.5868, 2.4096], [-0.6447, 5.5846, 1.0647], [-0.2344, 4.3905, 0.4857], [-0.1482, 3.2539, 1.1621], [0.6443, -1.1905, 4.4897], [2.1795, -4.2226, 5.2545], [3.7024, -5.3663, 3.6752], [4.1328, -4.3910, 1.4306], [2.9830, -2.2993, 0.7887], [-0.2068, 1.9502, 4.2581], [-1.1166, 4.3644, 4.1814], [-1.3095, 6.4959, 2.8945], [-0.6913, 6.4866, 0.4711], [0.0345, 4.3436, -0.5641], [-3.7940, 2.2943, 2.0837], [-3.4358, 2.7752, 0.2822], [-4.3099, 3.6693, -0.3271], [-4.0530, 4.0229, -1.6375], [-2.9346, 3.4882, -2.2693], [-2.1273, 2.6216, -1.5570], [-2.3850, 2.2546, -0.2941], [-0.8616, 2.1002, -2.2218], [-0.7234, 2.2149, -3.4178], [0.0138, 1.5873, -1.4001], [-5.1562, 4.0573, 0.2188], [-4.7116, 4.7065, -2.1564], [-2.6687, 3.7185, -3.2898], [1.9235, -1.1124, -1.9201], [0.4762, -1.2646, -1.6452], [0.2474, -2.6363, -1.1424], [0.7080, -3.6545, -2.0807], [2.1377, -3.4386, -2.3194], [2.4175, -2.1071, -2.8655], [1.6696, -1.9624, -4.1156], [0.2304, -2.1333, -3.9169], [-0.2203, -1.1355, -2.9516], [0.0018, -3.4631, -3.3495], [2.4600, -1.1958, -0.9773], [2.0795, -0.1127, -2.3314], [-0.8242, -2.7620, -0.9723], [0.7806, -2.7465, -0.1964], [2.4973, -4.1914, -3.0235], [2.6734, -3.5563, -1.3749], [2.0230, -2.7104, -4.8285], [1.8536, -0.9692, -4.5291], [-1.2906, -1.2549, -2.7904], [-0.0282, -0.1371, -3.3444], [0.3432, -4.2165, -4.0622], [-1.0688, -3.5994, -3.1836], [-2.0066, -0.4591, -0.7728], [-2.6438, -0.5589, 0.3310], [-3.8146, -0.7097, 0.4107], [-1.8650, -0.4110, 1.3491]],
  "forces_ev_per_angstrom": [[0.8993, 0.2647, 0.1204], [0.0550, 0.0267, -0.1058], [-0.0296, -0.0406, 0.1612], [0.0125, 0.0319, -0.0916], [0.0151, -0.0463, 0.0339], [-0.0453, 0.0511, 0.0210], [0.0279, -0.0640, -0.0214], [-0.0424, 0.0552, 0.0424], [0.1077, -0.2021, -0.2033], [0.1622, -0.3790, 0.2726], [-0.1648, 0.2859, -0.0960], [-0.2111, -0.2312, 0.1310], [0.0867, 0.3258, -0.1046], [0.0843, -0.2790, 0.1911], [-0.0226, 0.0973, -0.0362], [-0.0026, -0.0309, -0.0149], [-0.0003, -0.0079, 0.0032], [-0.0698, 0.0051, 0.0063], [0.0356, -0.0063, -0.1007], [-0.0223, 0.0056, 0.0281], [0.0049, -0.0038, 0.0181], [0.0051, -0.0038, -0.0058], [0.0030, -0.0107, -0.0127], [-0.0017, 0.0300, -0.0109], [0.0421, 0.0141, -0.0176], [-0.0047, -0.0130, 0.0098], [0.0006, 0.0097, 0.0023], [0.0006, 0.0067, -0.0008], [0.0043, -0.0075, 0.0007], [0.0143, -0.0254, -0.0265], [-0.4437, 0.1524, 0.3285], [0.0292, -0.0039, -0.0795], [0.1274, -0.0902, 0.0033], [-0.1270, -0.0002, 0.1390], [-0.0434, 0.1230, -0.2968], [0.5788, -0.2338, -0.1658], [0.2328, -0.0828, 0.2718], [0.0040, 0.0834, -0.0689], [-0.2816, 0.4599, -0.5885], [-0.0026, -0.0026, 0.0030], [0.0066, 0.0085, -0.0089], [-0.0049, 0.0156, -0.0189], [-0.0090, 0.1226, 0.0201], [-0.0315, 0.1534, 0.0754], [0.0222, 0.0200, 0.0389], [0.0253, 0.0482, -0.0082], [0.0299, 0.0026, 0.0080], [-0.0325, -0.0494, 0.0593], [0.0108, 0.0051, -0.0770], [0.0305, -0.0280, 0.0703], [-0.0513, 0.0374, 0.0066], [-0.0365, -0.0126, -0.0471], [0.0277, -0.0223, -0.0286], [0.0134, -0.0097, 0.0160], [0.0133, -0.0241, 0.0028], [-0.0330, -0.0286, -0.0230], [-0.0028, -0.0049, 0.0028], [0.0039, -0.0062, -0.0045], [-0.0058, -0.0021, 0.0032], [0.0061, 0.0058, 0.0091], [0.0060, -0.0125, -0.0059], [0.0028, -0.0254, -0.0177], [0.0070, -0.0017, 0.0035], [0.0002, 0.0045, 0.0053], [-0.7011, -0.2133, -0.0084], [0.8238, 0.2195, 0.0334], [-0.3656, -0.2601, 0.0622], [-0.7733, -0.2058, 0.0916]]
}


# 2
{
  "formula": "C6H13O",
  "method": "the ωB97M-V functional and the def2-TZVPD basis",
  "total_charge": 0,
  "multiplicity": 2,
  "homo_ha": [-0.366, -0.353],
  "relative_energy_kj_mol": 96.06,
  "gap_ev": [10.9916, 8.0090],
  "e_lumo_ev": [1.0, -1.6],
  "species": ["C", "O", "C", "C", "C", "C", "C", "H", "H", "H", "H", "H", "H", "H", "H", "H", "H", "H", "H", "H"],
  "positions_angstrom": [[0.4905, 2.1063, 1.0827], [0.0403, 1.4335, 2.1070], [-0.1338, 1.7102, -0.2716], [0.4293, 0.3565, -0.7648], [-0.1487, -0.8608, -0.0234], [0.9386, -1.9066, 0.1473], [-1.6049, -1.1994, -0.4878], [0.5009, 3.1568, 1.1360], [1.5920, 1.8247, 0.9014], [-0.1212, 2.4765, -1.0895], [-1.1603, 1.3229, -0.0636], [0.3381, 0.3686, -1.8954], [1.5126, 0.3927, -0.6256], [-0.3536, -0.4778, 1.0281], [1.8446, -1.5292, 0.6782], [0.4558, -2.7350, 0.7108], [1.3363, -2.3780, -0.8371], [-2.3139, -0.2761, -0.6083], [-1.6458, -1.8197, -1.3689], [-1.9967, -1.9661, 0.2443]],
  "forces_ev_per_angstrom": [[1.0516, -0.8605, -3.4417], [-0.2277, -0.4148, 1.7351], [-1.1930, -1.7433, -0.3223], [0.6603, 1.0092, -1.5298], [-0.5840, 2.1915, 0.9352], [-0.1171, -1.9992, -1.1817], [-0.1923, -0.7229, 0.8545], [0.0934, 1.7997, 0.9101], [-0.6793, 0.2760, 0.7977], [0.0206, -0.4480, 1.0422], [0.1253, 1.5151, -0.1273], [-0.2637, -0.6400, 1.1172], [0.2019, -0.2136, 0.0884], [0.4994, -0.4357, -1.1060], [-0.9351, -0.1329, -0.2146], [0.7716, 0.2135, -0.1232], [-0.8056, 0.8736, 1.3730], [1.4471, -1.8262, 0.4159], [0.2059, 0.2955, -0.9549], [-0.0792, 1.2630, -0.2680]]
}


# 3
{
  "formula": "C17H23N3O4S3",
  "method": "the ωB97M-V functional and the def2-TZVPD basis",
  "total_charge": 0,
  "homo_ha": -0.299,
  "relative_energy_kj_mol": 8.66,
  "smiles": "CCN1CCN(c2sc(S(C)(=O)=O)nc2S(=O)(=O)c2ccc(C)cc2)CC1",
  "gap_ev": 8.5164,
  "e_lumo_ev": 0.4,
  "species": ["C", "H", "H", "H", "C", "N", "C", "C", "N", "C", "C", "N", "C", "S", "S", "O", "O", "C", "H", "H", "H", "S", "O", "O", "C", "C", "C", "C", "C", "C", "H", "H", "C", "H", "H", "H", "H", "H", "C", "C", "H", "H", "H", "H", "H", "H", "H", "H", "H", "H"],
  "positions_angstrom": [[-2.6078, 0.1889, 2.1343], [-2.3928, 0.1406, 3.1993], [-1.9065, -0.4618, 1.6169], [-2.4533, 1.2144, 1.8081], [-4.0502, -0.2736, 1.8987], [-4.5092, -0.4000, 0.5313], [-4.8680, 0.7992, -0.1733], [-3.6571, 1.5960, -0.7252], [-2.5834, 0.6741, -1.0161], [-1.3074, 1.0144, -0.8297], [-0.1564, 0.2395, -0.8248], [0.9896, 0.9198, -0.6324], [0.8150, 2.1850, -0.5007], [-0.8457, 2.7009, -0.5940], [2.1647, 3.2775, -0.1147], [2.1724, 3.4811, 1.3069], [2.0650, 4.4407, -0.9499], [3.5995, 2.2909, -0.5918], [4.4838, 2.8155, -0.2525], [3.5050, 1.3257, -0.1123], [3.5924, 2.1969, -1.6689], [0.0729, -1.5332, -0.7786], [-0.7389, -2.0541, 0.2948], [-0.1528, -2.0944, -2.0875], [1.8023, -1.6329, -0.3508], [2.1718, -1.5177, 0.9751], [3.5155, -1.5038, 1.2995], [4.4873, -1.6019, 0.3060], [4.0869, -1.7265, -1.0204], [2.7436, -1.7388, -1.3537], [2.4102, -1.8345, -2.3746], [4.8329, -1.8105, -1.7969], [5.9388, -1.5912, 0.6724], [6.2264, -2.5627, 1.0741], [6.1374, -0.8441, 1.4377], [6.5599, -1.3848, -0.1951], [3.8187, -1.4119, 2.3319], [1.4052, -1.4451, 1.7299], [-3.0193, -0.6336, -1.4471], [-3.7865, -1.3387, -0.3095], [-3.0841, -1.9095, 0.2969], [-4.5034, -2.0390, -0.7574], [-3.6778, -0.4868, -2.3113], [-2.1692, -1.2341, -1.7611], [-3.9459, 2.1432, -1.6322], [-3.3077, 2.3253, 0.0089], [-5.4497, 1.4433, 0.4879], [-5.5141, 0.5026, -1.0062], [-4.1714, -1.2609, 2.3554], [-4.7390, 0.4105, 2.4027]],
  "forces_ev_per_angstrom": [[-0.2831, -0.1026, -0.0701], [0.0772, 0.0279, 0.1279], [0.1027, -0.0013, -0.0045], [0.0643, 0.1395, -0.0272], [0.1338, -0.0164, 0.1450], [0.0459, 0.1153, -0.0510], [-0.0061, 0.0403, -0.0264], [-0.3084, 0.1921, 0.0197], [0.0767, 0.1995, 0.1862], [0.1772, 0.1763, -0.0313], [0.1173, -0.5280, 0.1578], [0.6602, 0.7127, 0.0154], [-0.0530, -0.0575, -0.1121], [0.1176, -0.4684, -0.1348], [0.4560, 0.0102, 0.1424], [0.0874, -0.2371, 0.1366], [-0.0718, -0.0578, -0.3204], [-0.8328, 0.2573, 0.1356], [0.0121, 0.2320, 0.1307], [0.0370, -0.2005, 0.0714], [0.0039, -0.0524, -0.1939], [-0.2309, 0.2039, -0.1256], [0.2682, -0.0001, 0.2141], [0.4053, 0.0271, -0.0629], [-0.5218, -0.0805, -0.1678], [-0.0431, -0.0817, 0.1360], [-0.0857, -0.0081, -0.0930], [-0.0547, 0.0321, -0.0480], [-0.0538, 0.0048, 0.0769], [-0.0884, -0.0835, -0.1257], [0.0305, 0.0122, -0.1633], [0.0728, -0.0082, -0.0809], [0.0028, -0.0591, 0.0163], [0.0868, -0.0359, 0.0283], [0.0706, 0.0452, 0.0442], [0.0855, 0.0174, -0.0256], [0.0160, 0.0147, 0.1172], [-0.0512, 0.0470, 0.1589], [-0.1719, -0.3960, 0.1133], [-0.1427, -0.1663, -0.1447], [-0.0687, 0.0179, -0.0407], [0.1502, -0.0644, -0.0569], [0.1028, -0.0629, -0.0084], [-0.2036, 0.0662, -0.1749], [-0.0092, 0.0567, 0.0280], [-0.0658, -0.0499, 0.0215], [-0.0395, 0.0222, -0.0975], [-0.0211, 0.1525, -0.0036], [-0.0341, 0.0918, 0.1039], [-0.0195, -0.0959, 0.0640]]
}


# 4
{
  "formula": "C46H30F8IN2O4PS5W",
  "method": "the ωB97M-V functional and the def2-TZVPD basis",
  "total_charge": -1,
  "multiplicity": 4,
  "homo_ha": [-0.113, -0.195],
  "relative_energy_kj_mol": 49.55,
  "gap_ev": [4.8310, 6.6006],
  "e_lumo_ev": [1.7, 1.3],
  "species": ["W", "C", "C", "O", "P", "S", "S", "O", "C", "C", "H", "H", "H", "H", "H", "H", "H", "H", "H", "H", "S", "C", "C", "C", "C", "C", "C", "N", "C", "C", "C", "C", "C", "C", "C", "C", "N", "C", "C", "C", "C", "C", "S", "C", "H", "H", "H", "H", "H", "H", "H", "H", "H", "H", "H", "H", "F", "C", "F", "F", "C", "C", "C", "C", "C", "C", "C", "C", "H", "H", "H", "H", "F", "C", "C", "F", "C", "F", "C", "S", "C", "F", "C", "F", "I", "C", "C", "C", "C", "C", "C", "C", "O", "O", "H", "H", "H", "H"],
  "positions_angstrom": [[0.0827, -0.7183, 0.0031], [2.8949, 0.0528, 6.7278], [2.9507, 0.7441, 5.3854], [1.8660, 0.2311, 4.5972], [1.4129, 1.0019, 3.2517], [0.0032, -0.2958, 2.5969], [2.9072, 1.6502, 2.2030], [0.6508, 2.3063, 3.8269], [-0.5144, 2.1792, 4.6628], [-1.7578, 2.6236, 3.9249], [3.7033, 0.4184, 7.3649], [3.0047, -1.0262, 6.6067], [1.9421, 0.2480, 7.2236], [3.8872, 0.5392, 4.8675], [2.8573, 1.8267, 5.4922], [-0.3308, 2.8240, 5.5234], [-0.6113, 1.1528, 5.0203], [-1.6253, 3.6371, 3.5396], [-2.6169, 2.6123, 4.6029], [-1.9619, 1.9570, 3.0870], [-6.9268, -1.9752, 0.5836], [-7.2705, -3.6494, 0.6953], [-6.1270, -4.3810, 0.7450], [-4.9547, -3.5723, 0.7035], [-5.2203, -2.2338, 0.6103], [-4.2790, -1.1081, 0.5456], [-2.9497, -1.3476, 0.2532], [-2.0214, -0.3999, 0.2087], [-2.3892, 0.9050, 0.4421], [-3.7327, 1.2444, 0.7144], [-4.0333, 2.6480, 0.9121], [-3.0735, 3.5828, 0.8062], [-1.7031, 3.2352, 0.4940], [-0.6981, 4.1575, 0.3212], [0.5963, 3.7259, -0.0243], [0.8175, 2.3648, -0.1529], [-0.1120, 1.4384, 0.0631], [-1.3957, 1.8634, 0.3475], [1.7134, 4.6519, -0.2504], [3.0513, 4.3815, -0.2874], [3.8526, 5.5296, -0.5494], [3.1151, 6.6608, -0.7006], [1.4407, 6.3330, -0.5422], [-4.6630, 0.2340, 0.7691], [-8.2938, -3.9928, 0.7146], [-6.1122, -5.4602, 0.8201], [-3.9504, -3.9740, 0.7613], [-2.6148, -2.3477, 0.0227], [-5.0546, 2.9292, 1.1433], [-3.3087, 4.6307, 0.9567], [-0.9099, 5.2131, 0.4573], [1.7858, 1.9992, -0.4410], [3.4593, 3.3983, -0.0918], [4.9328, 5.5061, -0.6121], [3.4524, 7.6677, -0.8948], [-5.6982, 0.4797, 0.9825], [0.3319, 1.2228, -9.4136], [-0.8366, 0.8911, -8.8255], [-1.2710, -0.2198, -9.4579], [-1.7111, 1.8719, -9.1094], [-0.6803, 0.6705, -7.3541], [-1.3772, 1.4401, -6.4369], [-1.2131, 1.2127, -5.0794], [-0.3520, 0.2135, -4.6217], [0.3544, -0.5473, -5.5615], [0.1908, -0.3206, -6.9149], [-0.2053, -0.0388, -3.2198], [-0.0819, -0.2540, -2.0320], [-2.0491, 2.2141, -6.7818], [-1.7527, 1.8099, -4.3557], [1.0310, -1.3150, -5.2088], [0.7387, -0.9132, -7.6381], [7.4177, 1.2586, -0.3710], [6.2668, 0.5906, -0.2139], [5.1681, 0.8954, -0.9894], [5.2557, 1.8742, -1.9021], [3.9915, 0.1913, -0.8288], [2.9776, 0.5396, -1.6273], [3.8429, -0.8249, 0.1113], [2.3776, -1.7296, 0.4342], [4.9767, -1.1079, 0.8624], [4.9381, -2.0664, 1.7941], [6.1658, -0.4196, 0.7144], [7.2271, -0.7264, 1.4735], [0.0406, -9.6793, 0.3508], [-0.0371, -7.5958, 0.2186], [0.2197, -6.9842, -1.0010], [0.1723, -5.5999, -1.0807], [-0.1247, -4.8496, 0.0460], [-0.3746, -5.4715, 1.2594], [-0.3374, -6.8555, 1.3529], [-0.1442, -3.3687, -0.0420], [-0.2782, -2.6703, 1.0094], [-0.0309, -2.7651, -1.1304], [0.4578, -7.5761, -1.8746], [0.3669, -5.0881, -2.0147], [-0.5909, -4.8635, 2.1291], [-0.5307, -7.3475, 2.2965]],
  "forces_ev_per_angstrom": [[0.6458, -0.9880, 0.2882], [0.0393, -0.0070, 0.0375], [-0.1277, -0.0679, -0.0288], [0.0264, 0.0555, -0.0110], [0.0441, 0.0828, 0.2495], [-0.1042, 0.0247, -0.3019], [-0.0072, -0.1111, 0.0039], [-0.1437, 0.0020, -0.0348], [0.0915, 0.0249, -0.0176], [0.0348, 0.0086, -0.0056], [-0.0237, -0.0315, 0.0039], [-0.0054, 0.0482, -0.0003], [0.0374, 0.0059, -0.0152], [0.0335, -0.0022, -0.0475], [-0.0417, 0.0491, -0.0079], [0.0262, -0.0046, 0.0607], [-0.0111, -0.0294, -0.0148], [-0.0194, -0.0424, 0.0232], [0.0482, 0.0022, -0.0492], [0.0025, 0.0003, 0.0316], [-0.0592, 0.1240, -0.0304], [-0.0511, 0.0252, -0.0222], [0.1566, 0.0097, 0.0108], [0.0191, -0.2210, 0.0138], [0.0511, 0.2329, 0.0121], [-0.2945, -0.1502, 0.0211], [0.0360, -0.0360, -0.0602], [-0.2472, -0.0326, 0.0753], [0.0747, -0.1253, -0.1443], [-0.1378, 0.1847, 0.0248], [-0.0522, -0.1916, 0.0019], [0.1939, 0.0672, -0.0170], [-0.1678, 0.1209, -0.0108], [0.1006, 0.1111, 0.0529], [0.1428, 0.2231, -0.0662], [0.1791, -0.0235, 0.0711], [-0.1473, -0.3084, 0.0123], [0.0740, 0.0753, -0.0720], [-0.1907, -0.0258, -0.0179], [0.2160, -0.0083, 0.0314], [-0.0024, -0.1253, 0.0282], [-0.0535, 0.0264, -0.0167], [-0.0937, 0.0397, 0.0020], [-0.2133, -0.0659, 0.0504], [0.0860, 0.0038, 0.0085], [0.0141, 0.0517, -0.0056], [-0.0823, 0.0121, 0.0055], [0.0399, -0.0608, 0.0292], [0.0189, -0.0277, -0.0070], [0.0113, -0.0133, -0.0281], [0.0103, -0.0242, -0.0226], [0.0676, -0.0577, -0.0480], [-0.0182, 0.0602, -0.0333], [-0.0651, -0.0096, 0.0124], [0.0053, -0.0796, 0.0081], [0.0242, -0.0223, 0.0271], [0.0133, 0.0194, -0.0625], [0.0086, -0.0155, 0.1590], [-0.0222, -0.0105, -0.0683], [-0.0073, 0.0051, -0.0820], [0.0365, 0.0101, 0.0277], [-0.0260, 0.0106, 0.0804], [-0.0333, 0.0627, -0.0307], [-0.0101, -0.0611, 0.1424], [0.0278, -0.0314, -0.0523], [0.0253, -0.0394, 0.0351], [-0.0279, 0.1630, -0.3393], [0.1413, 0.0435, 0.3103], [0.0084, -0.0055, 0.0241], [0.0012, -0.0205, -0.0203], [-0.0269, 0.0148, -0.0153], [-0.0064, 0.0067, 0.0360], [-0.0085, 0.0077, 0.0016], [0.1193, 0.1559, -0.0775], [0.0199, 0.0860, -0.0692], [-0.0282, -0.0243, 0.0091], [0.0267, -0.0649, 0.0023], [-0.2088, -0.0452, -0.0522], [-0.2758, 0.1360, -0.1463], [-0.0021, 0.3215, -0.2718], [0.1087, -0.0512, 0.1449], [0.0275, -0.0037, 0.0319], [0.0324, -0.1873, 0.1537], [-0.0142, -0.0158, 0.0122], [-0.0060, -0.0233, -0.0002], [0.0045, -0.0074, -0.0238], [-0.0055, 0.0799, 0.0196], [-0.0127, -0.1358, -0.1501], [0.0274, 0.1358, -0.0091], [-0.0460, -0.1057, 0.1802], [0.0072, 0.0778, -0.0346], [-0.1184, -0.0822, 0.1207], [0.0499, 0.3339, 0.0527], [-0.0244, 0.4925, -0.1041], [-0.0102, 0.0101, 0.0285], [0.0127, -0.0186, 0.0258], [0.0258, -0.0130, -0.0261], [0.0056, 0.0103, -0.0231]]
}